{
  "formula": "C3H7ClN2Si",
  "method": "ωB97M-V with the def2-TZVPD basis set",
  "multiplicity": 1,
  "charge": 0,
  "lumo_ev": 0.5,
  "homo_lumo_gap_ev": 9.396,
  "e_homo_ev": -8.9,
  "symbols": ["C", "C", "C", "N", "N", "Si", "Cl", "H", "H", "H", "H", "H", "H", "H"],
  "positions_angstrom": [[0.962, -1.897, -0.008], [1.325, 1.581, -0.115], [-1.851, -0.641, 1.113], [1.742, -2.553, 0.542], [0.613, 0.844, -1.077], [-0.199, -0.763, -0.837], [-1.122, -1.367, -2.525], [0.713, 1.665, 0.795], [2.305, 1.021, 0.119], [1.674, 2.509, -0.399], [-2.665, -1.394, 1.089], [-1.168, -0.843, 1.858], [-2.286, 0.341, 0.964], [-0.044, 1.498, -1.519]],
  "atomic_forces_ev_per_a": [[1.31, -0.82, 0.00], [1.77, -2.96, 3.13], [-0.30, -0.54, -4.34], [-0.76, 0.53, -0.35], [-2.50, -1.86, -2.17], [-1.71, 2.87, 2.95], [0.27, -0.10, -0.13], [0.58, 0.31, 0.20], [-1.46, 0.66, 0.09], [0.23, 2.06, -1.10], [0.76, 0.27, -0.32], [1.28, 0.12, 1.78], [0.36, 0.19, 0.47], [0.17, -0.74, -0.20]]
}